Molecular formula: C10H10Cl2F2O16V2
Method: DFT, wB97M-V/def2-TZVPD

Calculated values
F_max	7.9	eV Å⁻¹
expectation value of S²	12.05
HOMO level (alpha / beta)	-0.0032 / -0.0722	Ha
LUMO energy (alpha / beta)	4.29 / 2.30	eV
E	-4598.84526	hartree
M	596.96	g mol⁻¹
HOMO-LUMO gap (alpha / beta)	4.4 / 4.3	eV

The geometry in ORCA input format:
```
! wB97M-V def2-TZVPD RIJCOSX def2/J DEFGRID3
* xyz -2 7
V -3.19 4.02 2.28
V -0.04 1.95 0.27
Cl -1.77 -2.98 -4.04
Cl -1.33 0.45 -3.83
F 1.60 -0.84 -1.85
F -1.90 -1.62 4.27
O -2.83 2.50 2.13
O 0.76 4.69 1.16
O -0.35 5.95 -0.15
O 2.23 2.51 2.89
O 5.00 -0.69 -2.50
O -0.95 3.96 0.07
O 0.30 2.11 2.69
O -1.11 -1.71 1.26
O -2.99 -2.70 0.35
O 1.76 1.30 1.40
O -2.49 -2.94 2.51
O 5.54 -2.89 -2.15
O -1.34 1.00 0.26
O 3.38 -2.09 -1.89
O -4.19 4.11 3.63
O 0.68 1.69 -1.19
C -2.24 -2.53 1.31
C 4.76 -1.97 -2.16
C -0.18 4.85 0.41
C -0.37 -1.92 2.49
C -2.04 -2.01 -2.60
C 3.80 0.05 -2.39
C 2.89 -0.83 -1.52
C -2.49 -0.62 -2.92
C -1.44 -2.56 3.40
C 1.44 1.65 2.54
H 0.45 -2.61 2.28
H -1.17 -3.46 3.95
H -2.90 -0.22 -1.99
H -2.79 -2.48 -1.96
H -3.47 -0.61 -3.41
H 3.85 1.07 -1.99
H 3.25 0.22 -3.31
H -1.04 -2.03 -2.15
H 0.00 -0.99 2.90
H 2.92 -0.79 -0.43
*
```

Electronic structure analysis, Mulliken charges in units of e:
1. V 1.200
2. V 1.450
3. Cl -0.271
4. Cl -0.188
5. F -0.196
6. F -0.283
7. O -0.557
8. O -0.498
9. O -0.571
10. O -0.489
11. O -0.332
12. O -0.572
13. O -0.598
14. O -0.108
15. O -0.583
16. O -0.712
17. O -0.349
18. O -0.560
19. O -0.989
20. O -0.317
21. O -0.735
22. O -0.925
23. C 0.563
24. C 0.586
25. C 0.988
26. C -0.038
27. C 0.036
28. C -0.394
29. C 0.361
30. C -0.406
31. C 0.255
32. C 1.138
33. H 0.237
34. H 0.250
35. H 0.208
36. H 0.226
37. H 0.424
38. H 0.325
39. H 0.280
40. H -0.008
41. H -0.005
42. H 0.153